1.
The following is a DFT calculation (ωB97M-V/def2-TZVPD) of 2 unconnected molecules or ions with the total composition C26H31N4 in a non-equilibrium geometry.

```
61
Properties=species:S:1:pos:R:3:forces:R:3
C -2.750 3.719 -0.863 0.437 -0.277 0.580
C -2.939 -2.354 -2.586 -0.309 -0.133 -0.045
H 5.795 -4.072 -2.453 -0.340 0.125 -0.021
H 0.501 -1.373 4.895 -0.025 -0.064 -0.201
C -0.506 2.154 1.732 -0.029 -1.176 -1.133
C -2.077 4.455 1.404 -0.523 -0.155 0.145
H -4.249 -4.086 -2.550 0.328 0.125 0.006
H -2.985 4.195 1.978 0.119 0.098 -0.076
C -3.217 -3.730 -2.552 0.433 0.456 -0.044
H 1.436 1.481 4.918 -0.004 0.250 -0.046
H 3.913 -5.708 -2.567 -0.068 0.390 -0.074
C 3.706 -4.635 -2.569 -0.339 -0.048 -0.063
C -1.201 1.313 -0.440 0.225 0.452 0.842
N -0.435 3.142 2.657 0.026 0.669 0.659
C -1.631 -1.909 -2.592 0.494 0.071 0.059
C 4.483 -2.343 -2.510 0.159 -0.108 -0.020
C -0.890 4.476 2.342 0.494 0.141 -0.222
C -0.522 -2.813 -2.558 -0.706 0.016 0.086
C 2.387 -4.199 -2.643 0.231 0.116 0.134
H -1.528 5.130 -1.950 0.009 -0.204 -0.054
C 1.671 -0.495 3.304 -0.439 0.603 -0.262
H -1.710 1.422 -1.402 0.248 -0.042 0.322
H 2.107 -0.808 2.346 0.146 0.107 0.164
C 0.004 -0.098 0.965 0.019 0.916 0.332
H 1.604 -4.940 -2.751 0.399 0.139 0.042
H -0.001 -1.886 3.263 0.105 0.082 0.123
C 0.858 -1.635 3.892 0.011 -0.115 0.177
C -0.836 -4.203 -2.507 -0.302 -0.044 0.008
H -2.676 4.221 -2.947 0.107 0.014 0.015
N -0.608 0.152 -0.188 -0.117 -0.758 -0.584
H -3.287 2.783 -1.065 -0.116 0.195 0.112
C -2.155 -4.644 -2.518 0.452 -0.051 0.006
C 3.171 -1.901 -2.550 -0.415 -0.179 0.071
H -2.358 -5.717 -2.496 0.062 0.372 0.033
H -0.671 2.519 4.649 0.115 0.131 -0.066
H 0.441 -1.093 1.096 -0.194 0.386 -0.066
N 0.881 0.731 3.090 0.307 -0.801 0.975
C -1.199 2.368 0.507 0.169 -1.392 0.249
C -1.983 4.145 -2.103 -0.012 0.207 -0.137
H 5.299 -1.619 -2.481 -0.289 -0.246 -0.011
C 0.122 0.897 1.971 -0.267 0.222 -1.448
H -3.757 -1.628 -2.606 0.315 -0.294 0.017
H 1.492 -2.522 3.980 -0.099 0.019 0.026
C 2.065 -2.810 -2.585 1.004 -0.102 -0.103
H -1.405 -0.843 -2.601 -0.154 -0.246 0.060
C 4.763 -3.719 -2.503 -0.426 0.409 0.032
H -1.200 3.426 -2.363 -0.090 0.148 0.076
N -1.886 3.528 0.316 -0.312 0.876 -0.801
H -3.477 4.489 -0.585 -0.002 -0.232 -0.144
H -1.165 4.968 3.277 -0.028 0.080 -0.109
C 0.771 -2.228 -2.558 -0.271 -0.443 -0.149
H 0.497 3.830 4.362 0.030 -0.105 0.086
H -0.045 -4.940 -2.441 -0.429 0.126 0.017
C 1.229 1.863 3.914 0.491 0.083 -0.223
H 2.145 2.351 3.533 -0.107 -0.067 0.112
H -2.224 5.446 0.963 0.017 -0.026 0.254
H 2.481 -0.218 3.987 -0.025 -0.157 -0.220
H -0.077 5.055 1.871 -0.108 -0.035 0.142
H 0.767 -1.137 -2.542 -0.058 -0.154 0.092
C 0.115 2.886 3.967 -0.506 -0.177 0.197
H 2.944 -0.835 -2.553 0.156 -0.194 0.070
```
Positions in Å, forces in eV/Å.

Properties
HOMO level, eV: -8.74
Strongest force on any atom, eV/Å: 1.6
Total charge: +1
Relative energy (zero: lowest compared OMol25 entry of this formula, charge and spin), eV: 1.719



2.
The following is a DFT calculation (ωB97M-V/def2-TZVPD) of a molecular structure, C38H38N3O8SiV in a non-equilibrium geometry.

```
89
Properties=species:S:1:pos:R:3:forces:R:3
C -0.298 -1.902 -3.488 0.090 -0.001 -0.031
H 1.399 4.386 1.854 0.000 0.010 -0.013
C 4.279 1.085 3.537 0.015 0.060 0.031
O -3.092 1.165 0.839 -0.040 -0.021 0.009
C -1.114 3.392 -2.709 0.006 -0.011 -0.023
H 3.970 0.822 4.540 -0.001 -0.006 0.000
C 1.299 -3.298 1.394 -0.188 0.044 0.170
C -1.218 0.994 -3.088 0.068 0.098 0.079
C -1.003 -2.688 3.935 -0.016 0.037 -0.059
C -1.098 2.089 -2.230 0.046 0.000 -0.040
H 0.440 2.322 0.992 -0.006 -0.013 -0.021
H 6.621 2.854 1.846 0.007 -0.003 0.003
Si -1.277 -0.741 -2.376 -0.045 -0.107 -0.157
H -0.992 -3.464 4.706 0.015 -0.039 -0.025
H 1.771 -4.419 -5.620 -0.010 -0.002 -0.012
H 1.940 -1.092 -1.194 0.038 -0.086 -0.121
C -1.260 3.624 -4.069 0.006 -0.014 0.001
H 3.208 -1.607 -2.057 -0.002 0.004 -0.005
H 2.078 -1.983 -5.928 0.009 0.000 0.008
H -1.005 1.917 -1.166 0.028 -0.010 0.093
O 0.444 2.044 3.039 -0.025 0.061 -0.027
H 0.781 -0.395 -4.577 0.006 -0.001 0.008
H -3.560 -0.599 -0.455 -0.043 -0.005 -0.055
H -2.917 -2.096 -4.429 0.008 0.007 -0.021
O -2.188 0.434 4.028 0.024 -0.137 -0.199
N 2.798 -0.778 -1.641 -0.042 -0.019 0.068
H -0.283 4.911 1.680 0.012 0.003 0.006
C -1.549 2.593 1.994 0.119 -0.052 0.157
H -1.544 -3.091 3.075 -0.012 0.003 -0.002
N 2.079 -0.734 3.829 0.257 -0.203 0.188
O -0.684 -0.764 -0.870 0.609 0.355 0.326
H -1.018 4.223 -2.021 -0.007 -0.008 -0.001
N 0.849 -1.246 4.038 -0.171 0.299 -0.015
O 1.457 -0.351 1.689 1.982 1.293 0.541
C 0.256 4.230 3.725 -0.046 0.028 0.024
O -1.154 0.272 1.471 -0.905 0.623 0.560
C 5.000 1.772 0.946 0.038 0.022 0.044
H -2.290 3.649 3.777 0.111 0.102 -0.134
C -5.779 -1.929 -2.638 0.015 0.003 -0.010
H -1.526 2.728 -6.001 0.006 0.001 -0.003
C -0.018 2.741 1.887 -0.021 0.027 0.053
C 5.392 1.877 3.314 0.004 -0.020 0.021
C 1.194 -3.719 -5.029 0.004 0.014 0.012
H 5.280 2.033 -0.066 -0.009 -0.005 -0.008
H -0.107 2.435 5.004 0.021 -0.075 -0.026
C -2.562 1.602 4.249 -0.104 0.090 0.103
C 3.883 0.977 1.164 -0.055 -0.006 -0.026
H -5.309 -2.629 -4.613 -0.003 -0.008 -0.002
O -3.480 2.016 4.981 0.023 0.017 0.063
C -1.752 2.732 3.540 -0.099 -0.035 -0.014
C -0.460 -3.284 -3.340 0.030 0.002 0.037
H -1.508 -1.796 4.308 -0.039 0.002 -0.015
C -3.575 -1.880 -3.594 -0.060 0.013 0.060
C -3.932 -1.054 -1.368 0.073 -0.033 0.036
H -1.500 0.427 -5.147 -0.002 -0.004 -0.003
H 3.033 -3.711 0.228 -0.013 0.007 -0.016
C -0.285 2.820 4.004 0.033 0.005 0.020
C -5.281 -1.366 -1.472 0.000 -0.017 0.003
V 0.055 -0.746 0.833 -1.410 -0.612 -2.037
O 0.634 -2.432 0.600 -0.105 -1.049 0.204
C 0.276 -4.184 -4.096 -0.009 0.018 -0.010
H 3.309 0.607 0.325 0.051 -0.002 0.004
C 1.369 -2.353 -5.198 -0.013 -0.006 0.005
C 5.755 2.226 2.018 -0.028 -0.019 -0.033
H 1.610 -4.644 -0.234 -0.011 -0.015 0.020
H 2.510 -0.186 -2.411 -0.041 0.021 -0.058
H -2.094 3.375 1.467 0.033 0.013 -0.049
C -1.380 1.252 -4.452 -0.023 0.017 0.026
H 0.128 -5.249 -3.965 0.014 -0.002 0.017
H -1.174 -3.662 -2.616 -0.013 0.003 -0.002
C 2.323 -0.187 2.711 -0.248 -0.280 -0.121
C 0.405 -2.331 3.542 0.008 -0.324 0.067
C 2.161 -4.243 0.618 -0.005 -0.053 -0.039
H -5.943 -1.161 -0.640 0.007 0.004 0.005
C 0.630 -1.459 -4.432 0.000 -0.006 0.019
H 1.733 -4.064 3.277 0.056 0.026 -0.011
C 1.195 -3.301 2.726 0.124 0.214 0.053
C 3.519 0.634 2.462 -0.005 -0.012 -0.029
H -1.271 4.637 -4.449 -0.008 0.002 -0.003
C -2.048 1.295 1.410 -0.067 -0.176 0.281
H -6.833 -2.166 -2.720 -0.004 -0.006 0.002
H 5.975 2.233 4.154 -0.001 0.003 0.002
H -0.415 5.007 4.092 0.016 0.010 -0.004
C 0.376 4.199 2.180 -0.044 -0.012 0.041
C -3.057 -1.307 -2.428 -0.060 -0.043 -0.011
H 2.505 -5.061 1.249 0.029 0.001 -0.011
C -1.399 2.551 -4.940 -0.004 -0.009 0.012
H 1.234 4.362 4.189 0.002 0.004 0.008
C -4.925 -2.188 -3.701 0.020 0.000 0.008
```
Positions in Å, forces in eV/Å.

Properties
HOMO level (alpha / beta), eV: -4.89 / -4.89
Multiplicity: 2
Expectation value of S²: 0.757
Strongest force on any atom, eV/Å: 2.6
Total charge: -1
Relative energy (zero: lowest compared OMol25 entry of this formula, charge and spin), eV: 4.104



3.
The following is a DFT calculation (ωB97M-V/def2-TZVPD) of a molecular structure, C24H28FeN6O3STe.

```
64
Properties=species:S:1:pos:R:3:forces:R:3
H 2.849 -5.409 -1.133 -0.003 0.000 0.000
C -4.371 2.729 -2.597 0.001 0.001 0.002
H -1.515 1.672 6.232 -0.003 -0.004 -0.002
C 1.958 -5.098 -1.667 -0.022 0.043 0.039
C -3.186 2.086 -2.286 -0.019 0.007 0.000
O -1.370 1.074 0.683 -0.012 0.034 0.024
H 0.183 -5.813 -4.456 0.007 -0.002 0.001
H 1.767 -4.132 0.936 -0.006 0.003 0.010
C -4.733 3.242 -0.276 0.010 -0.006 0.010
Fe 0.363 0.285 0.902 -0.001 -0.085 0.014
O 0.314 0.466 -1.006 0.112 0.186 -0.150
H 4.829 -0.318 -0.853 0.009 0.002 0.009
C 0.462 -5.325 -3.532 0.045 -0.027 0.012
H -0.601 -1.614 -1.767 -0.019 -0.027 -0.065
H 2.236 -6.505 -3.253 -0.006 0.000 -0.005
C 1.526 -3.409 0.160 -0.001 -0.041 -0.054
C 1.052 2.510 2.440 -0.048 -0.044 0.025
N 1.307 1.914 1.334 0.055 0.126 -0.058
C 1.672 3.802 2.839 0.002 -0.002 -0.009
H 4.514 -0.720 -3.280 0.003 0.009 -0.006
H 1.044 4.635 2.517 -0.002 0.003 0.012
C 2.933 1.359 0.021 0.042 -0.034 -0.070
H -2.946 -0.258 0.897 0.011 -0.001 0.053
C -0.822 -2.560 -1.278 -0.012 0.027 -0.008
H -4.693 2.775 -3.629 -0.003 0.003 0.002
N -0.091 0.474 2.855 -0.088 -0.093 0.042
H -2.579 1.629 -3.053 0.001 0.002 0.002
C -3.546 2.605 0.058 -0.030 0.008 -0.012
C -0.324 2.177 4.520 -0.023 -0.008 0.034
H 2.962 -0.275 -2.553 0.004 -0.002 0.000
H 2.365 -2.728 0.038 -0.021 0.027 0.008
C 1.161 -4.083 -1.142 -0.007 -0.062 0.018
N -1.566 1.376 -0.599 -0.010 -0.017 -0.100
H -6.070 3.805 -1.852 0.000 -0.002 0.000
N 2.252 2.394 0.468 -0.067 -0.111 0.049
H -1.114 -1.288 3.173 0.011 -0.002 0.008
H -2.025 -0.619 5.359 0.001 0.001 0.000
H -5.332 3.693 0.504 -0.002 0.002 -0.004
C 4.683 0.525 -1.527 -0.032 0.013 0.005
C -0.882 -0.316 3.582 0.048 0.006 0.009
O -2.971 -1.223 0.911 -0.040 -0.020 -0.001
C 1.613 -5.714 -2.856 -0.037 -0.003 -0.045
C -0.334 -4.318 -3.017 0.022 0.038 0.041
C 0.172 1.718 3.313 0.040 0.086 -0.072
Te -0.234 -2.355 0.757 0.089 0.001 0.024
N -0.713 1.079 -1.475 -0.011 -0.063 0.101
C 3.963 0.085 -2.793 0.001 -0.012 0.001
N 3.960 1.566 -0.804 -0.015 0.050 0.030
H -0.098 3.179 4.853 0.006 0.002 -0.012
C -5.145 3.306 -1.598 -0.001 0.000 -0.006
C -1.120 1.337 5.283 0.003 0.002 -0.006
C -2.793 2.039 -0.956 0.060 -0.039 0.021
S 2.565 -0.271 0.567 -0.047 -0.037 0.065
H 2.635 3.905 2.344 -0.004 0.010 -0.007
H 4.103 2.528 -1.072 0.017 -0.004 -0.002
C -1.405 0.070 4.805 0.002 0.006 0.001
H -1.891 -2.755 -1.327 0.007 0.000 0.061
H 1.805 3.866 3.917 0.000 -0.012 0.003
C 0.014 -3.689 -1.823 -0.011 0.030 -0.039
H 3.873 0.912 -3.498 -0.004 0.001 0.004
H -3.205 2.554 1.081 0.002 0.008 0.000
H -1.233 -4.015 -3.540 0.001 0.003 0.001
H 5.671 0.924 -1.754 0.004 -0.007 -0.008
H -3.897 -1.485 0.904 -0.010 0.028 -0.002
```
Positions in Å, forces in eV/Å.

Properties
HOMO level (alpha / beta), eV: -10.85 / -10.87
Multiplicity: 2
Expectation value of S²: 0.787
Strongest force on any atom, eV/Å: 0.3
Total charge: +1
Relative energy (zero: lowest compared OMol25 entry of this formula, charge and spin), eV: 0.000



4.
The following is a DFT calculation (ωB97M-V/def2-TZVPD) of 6 unconnected molecules or ions with the total composition C5H20ClO9 in a non-equilibrium geometry.

```
35
Properties=species:S:1:pos:R:3:forces:R:3
H -1.838 1.520 -2.613 0.359 -0.661 -0.115
H 3.574 1.228 0.953 -0.383 0.035 0.030
H -3.661 1.132 1.013 0.351 0.008 -0.311
H 4.031 -2.714 -3.896 -0.083 0.001 -0.003
H 5.154 0.702 1.250 0.521 -0.489 -0.871
H -1.872 2.963 -4.699 0.266 -0.175 0.137
C -1.192 2.351 -2.898 -1.710 -0.829 -0.199
H 2.393 -1.693 -2.712 -0.476 0.004 -0.258
O -3.875 1.285 3.043 -0.899 0.405 0.470
O 3.834 -3.106 -3.042 0.632 -0.434 -0.240
C 2.539 -2.771 -2.645 -0.229 0.067 0.916
H 1.757 -3.375 -3.107 -0.084 0.283 -0.598
H -0.964 -2.089 3.935 -0.119 -0.098 0.169
C -3.725 1.882 1.801 -0.622 0.524 -0.104
C 4.202 0.342 0.861 -1.111 0.210 1.157
O -1.226 0.547 0.083 -1.412 0.189 0.472
O -0.489 -1.701 0.019 -0.311 1.005 0.528
H -2.905 2.600 1.781 0.670 -0.221 -0.194
H 2.442 -3.031 -1.591 0.240 0.079 0.184
H -3.125 0.713 3.218 0.659 -0.376 -0.037
H -2.280 -2.209 2.728 -0.060 -0.398 0.177
O 0.722 -0.014 1.151 -0.132 -0.252 -0.084
H 3.851 -0.428 1.548 -0.077 0.146 0.465
O -2.064 3.129 -3.773 1.039 0.299 0.886
H -1.012 2.777 -1.912 0.149 1.030 -0.468
H -0.264 1.967 -3.322 -0.101 0.324 -0.237
H -2.659 -1.609 4.369 0.199 -0.285 0.009
H -4.591 2.513 1.599 -0.267 -0.239 0.079
Cl -0.076 -0.300 -0.013 2.140 -0.720 -2.418
H -1.081 -0.117 2.500 0.190 -0.634 0.138
O 0.608 -0.040 -1.252 -0.284 -0.190 1.440
O 4.161 -0.192 -0.424 1.059 -0.006 -1.035
C -1.902 -1.656 3.587 0.125 0.162 -0.711
H 3.257 -0.294 -0.729 -0.063 0.122 0.235
O -1.723 -0.310 3.188 -0.174 1.113 0.389
```
Positions in Å, forces in eV/Å.

Properties
HOMO level (alpha / beta), eV: -10.31 / -9.87
Multiplicity: 2
Expectation value of S²: 0.762
Strongest force on any atom, eV/Å: 3.3
Total charge: 0



Which of these has the highest strongest force on any atom? C5H20ClO9